1.
Here is a 11-piece molecular cluster, C44H45Cl2F10N3O30 overall in a non-equilibrium geometry from the Open Molecules 2025 dataset. Energies are from the ωB97M-V functional and the def2-TZVPD basis.

Computed properties:
Spin multiplicity   1
LUMO level   -0.30 eV
SMILES string   C/C(Cl)=C(\Cl)c1ccc(CCCN)c2nccnc12.O=C1OC[C@@H](F)O1.O=C1OC[C@@H](F)O1.O=C1OC[C@@H](F)O1.O=C1OC[C@@H](F)O1.O=C1OC[C@@H](F)O1.O=C1OC[C@@H](F)O1.O=C1OC[C@@H](F)O1.O=C1OC[C@@H](F)O1.O=C1OC[C@@H](F)O1.O=C1OC[C@@H](F)O1
Orbital gap   8.4 eV
Highest occupied orbital energy   -8.66 eV

Cartesian coordinates (Å):
C1 -4.46383 -1.15791 0.93972
C2 -3.08953 -1.27483 0.30952
Cl1 -1.97163 -2.29721 1.17440
C3 -2.73656 -0.64510 -0.80826
Cl2 -3.82013 0.39445 -1.70223
C4 -1.34342 -0.77886 -1.35471
C5 -0.53206 0.32463 -1.27633
C6 0.80933 0.26077 -1.75034
C7 1.28276 -0.91417 -2.27782
C8 2.73974 -0.97163 -2.73420
C9 3.60175 -1.59651 -1.60543
C10 3.33766 -1.05247 -0.19937
N1 3.56517 0.40974 -0.06949
C11 0.44668 -2.06969 -2.39998
N2 0.97911 -3.19936 -2.96061
C12 0.11257 -4.17798 -3.04647
C13 -1.23174 -4.10722 -2.57874
N3 -1.74733 -3.05012 -2.00953
C14 -0.88248 -1.99515 -1.93464
H1 -4.34556 -0.49463 1.81140
H2 -5.17746 -0.67479 0.27289
H3 -4.78948 -2.13537 1.30317
H4 -0.92585 1.23779 -0.83467
H5 1.47016 1.12145 -1.68112
H6 3.06495 0.03424 -3.01541
H7 2.80668 -1.63808 -3.60092
H8 4.67469 -1.48746 -1.80770
H9 3.38331 -2.67414 -1.58868
H10 2.33886 -1.29729 0.18750
H11 4.05675 -1.54157 0.47882
H12 4.11316 0.53246 0.77702
H13 2.69274 0.88331 0.15218
H14 0.44637 -5.11161 -3.50334
H15 -1.85910 -5.00150 -2.68110
O1 -1.05858 -9.58073 -1.72051
C15 -1.24166 -8.67224 -0.98182
O2 -1.24410 -7.36814 -1.35745
C16 -1.64862 -6.59623 -0.22260
C17 -1.29778 -7.50709 0.92410
F1 -2.15367 -7.35867 1.96266
O3 -1.47818 -8.79526 0.35593
H16 -2.72138 -6.40250 -0.28112
H17 -1.12018 -5.64617 -0.18519
H18 -0.27222 -7.40790 1.28463
O4 -5.74630 -6.10830 -2.94708
C18 -4.97572 -6.54274 -3.73182
O5 -5.31795 -7.16382 -4.88884
C19 -4.11461 -7.41508 -5.61713
C20 -3.07823 -7.41418 -4.52330
F2 -1.88600 -6.94363 -4.96733
O6 -3.61469 -6.49365 -3.58792
H19 -3.95009 -6.61211 -6.33780
H20 -4.16982 -8.36331 -6.14661
H21 -2.92870 -8.38083 -4.03827
O7 -7.93831 3.92941 1.55689
C21 -7.83516 3.17063 0.65397
O8 -8.22036 1.86936 0.69138
C22 -8.06143 1.33459 -0.62776
C23 -7.03019 2.25903 -1.21563
F3 -7.20725 2.42057 -2.55181
O9 -7.29999 3.48681 -0.56466
H22 -9.01166 1.38396 -1.15842
H23 -7.72990 0.30025 -0.59425
H24 -5.99877 1.96112 -1.01927
O10 1.47590 2.60909 1.53210
C24 1.43212 3.55580 0.82057
O11 0.28931 4.18843 0.45277
C25 0.66150 5.35299 -0.28898
C26 2.03888 4.98507 -0.78047
F4 2.84094 6.07188 -0.88073
O12 2.52164 4.14735 0.25415
H25 0.68198 6.21748 0.37637
H26 -0.04133 5.54225 -1.09685
H27 2.05165 4.43842 -1.72558
O13 -11.21204 -0.24545 -2.21038
C27 -10.39986 -0.65772 -2.96880
O14 -10.67742 -1.27585 -4.13947
C28 -9.43398 -1.49015 -4.82163
C29 -8.44669 -1.47337 -3.68776
F5 -7.24895 -0.96712 -4.07254
O15 -9.05009 -0.57459 -2.76651
H28 -9.26441 -0.67429 -5.52781
H29 -9.43575 -2.43116 -5.35935
H30 -8.29276 -2.44131 -3.20773
O16 4.34855 -3.28349 2.05899
C30 4.67587 -2.56775 2.94419
O17 4.76604 -2.94916 4.24182
C31 5.31377 -1.85460 4.98060
C32 4.97017 -0.68198 4.09996
F6 5.90873 0.29086 4.18284
O18 5.00501 -1.24557 2.79889
H31 6.39187 -1.98577 5.08510
H32 4.86666 -1.78815 5.96924
H33 3.98435 -0.25050 4.28368
O19 -8.40766 -4.17194 -5.83444
C33 -8.90031 -4.43536 -6.88167
O20 -8.46026 -5.40617 -7.71504
C34 -9.39460 -5.50510 -8.79463
C35 -10.03684 -4.14137 -8.78028
F7 -11.33039 -4.19244 -9.17215
O21 -9.98212 -3.79183 -7.40699
H34 -10.11302 -6.29822 -8.58253
H35 -8.88736 -5.72505 -9.73074
H36 -9.51081 -3.38673 -9.36807
O22 7.99840 0.92774 7.07920
C36 7.97876 1.89820 6.39902
O23 6.85647 2.56718 6.04510
C37 7.25967 3.74809 5.34109
C38 8.62930 3.36448 4.84838
F8 9.46196 4.43938 4.78897
O24 9.08883 2.48456 5.85794
H37 7.29122 4.59077 6.03302
H38 6.57049 3.98099 4.53584
H39 8.63700 2.84955 3.88632
O25 6.35551 6.29796 3.81900
C39 6.15903 7.17358 4.59574
O26 6.11794 8.48776 4.27481
C40 5.73969 9.20889 5.45271
C41 6.14376 8.25483 6.54521
F9 5.31958 8.35019 7.61598
O27 5.96415 6.98613 5.93127
H40 4.66340 9.38831 5.44198
H41 6.25889 10.16235 5.51023
H42 7.17704 8.35323 6.87187
O28 9.07334 9.50334 8.10641
C42 9.83197 9.11994 7.28067
O29 9.45328 8.57673 6.09381
C43 10.63868 8.36845 5.31737
C44 11.70110 8.29690 6.38464
F10 12.88246 8.78982 5.94637
O30 11.18658 9.15425 7.39178
H43 10.78628 9.21485 4.64519
H44 10.56518 7.45635 4.72945
H45 11.85699 7.30046 6.80196

2.
Here is C29H32CeN4P2 as an isolated structure in a non-equilibrium geometry from the Open Molecules 2025 dataset. Energies are from the ωB97M-V functional and the def2-TZVPD basis.

Computed properties:
Spin multiplicity   2
LUMO level (spin up / spin down)   -2.96 / -2.95 eV
Net charge   +1
Orbital gap (spin up / spin down)   7.1 / 7.2 eV
Highest occupied orbital energy (spin up / spin down)   -10.10 / -10.10 eV

Cartesian coordinates (Å):
C1 4.51878 1.74341 -1.82144
C2 3.55520 2.00990 -0.85716
C3 2.48772 2.91197 -1.17093
C4 2.38497 3.45496 -2.50815
C5 3.39931 3.14775 -3.45343
C6 4.44198 2.30927 -3.10795
C7 1.25309 4.22101 -2.80751
C8 0.27388 4.49072 -1.84550
C9 0.46509 3.93176 -0.52559
C10 -0.55169 4.10989 0.46962
C11 -1.69956 4.82282 0.14497
C12 -1.87230 5.38562 -1.13360
C13 -0.90715 5.23307 -2.11105
H1 5.34494 1.07363 -1.57268
H2 3.30830 3.58460 -4.45132
H3 5.21825 2.07983 -3.83669
H4 1.13448 4.62480 -3.81257
H5 -2.47662 4.94494 0.90320
H6 -2.77850 5.95119 -1.34659
H7 -1.02498 5.64964 -3.11398
N1 1.51863 3.13331 -0.25830
Ce1 -0.23178 -0.26475 -0.28464
C14 3.55243 1.32741 0.49625
H8 3.15230 2.02200 1.24741
H9 4.56106 0.98894 0.76832
C15 -0.36564 3.44302 1.81849
H10 0.69794 3.47599 2.10062
H11 -1.00405 3.91810 2.57781
P1 2.42372 -0.13460 0.56188
P2 -0.78274 1.63770 1.75513
C16 -2.60995 1.75353 1.76183
H12 -3.06643 0.76089 1.85113
H13 -2.93084 2.38287 2.60241
H14 -2.94747 2.19519 0.81617
C17 -0.40758 1.16995 3.48577
H15 -0.95553 1.82550 4.17908
H16 -0.68857 0.12416 3.66306
H17 0.67588 1.26020 3.64931
C18 3.29443 -1.27353 -0.57859
H18 4.35260 -1.34058 -0.29364
H19 2.83460 -2.26871 -0.54066
H20 3.21167 -0.91017 -1.60876
C19 2.84402 -0.85063 2.18954
H21 2.30360 -1.79988 2.31245
H22 3.92865 -1.02821 2.24464
H23 2.52364 -0.16508 2.98639
H24 0.02431 0.99783 -1.58031
H25 0.31618 -1.46791 -1.52066
N2 -4.20288 -9.59043 -1.31644
C20 -3.86486 -8.56665 -0.85934
C21 -3.44845 -7.30978 -0.29448
C22 -2.08532 -7.02454 -0.12169
C23 -1.68974 -5.78508 0.37576
C24 -2.66477 -4.87465 0.78164
C25 -4.02771 -5.16677 0.67882
C26 -4.41593 -6.37066 0.08776
N3 -2.26686 -3.61756 1.29137
C27 -2.93747 -2.90977 2.30206
C28 -2.33490 -1.70356 2.38953
N4 -1.34111 -1.60393 1.39499
C29 -1.29454 -2.81597 0.80654
H26 -1.33989 -7.77538 -0.39112
H27 -0.63170 -5.53782 0.49573
H28 -4.76947 -4.43760 1.01197
H29 -5.47669 -6.57726 -0.07352
H30 -3.75260 -3.34188 2.85692
H31 -2.51313 -0.90220 3.09269
H32 -0.58068 -3.09997 0.03801

3.
Here is C17H30ClI2N2OP2Tm as an isolated structure in a non-equilibrium geometry from the Open Molecules 2025 dataset. Energies are from the ωB97M-V functional and the def2-TZVPD basis.

Computed properties:
Spin multiplicity   3
LUMO level (spin up / spin down)   -9.55 / -9.55 eV
Net charge   +2
Orbital gap (spin up / spin down)   4.7 / 4.7 eV
Highest occupied orbital energy (spin up / spin down)   -14.21 / -14.22 eV

Cartesian coordinates (Å):
I1 -4.70872 -3.69443 -1.21198
I2 -2.51122 -3.56629 0.92674
Tm1 -1.56882 -1.43399 -0.75812
P1 0.33540 -3.46087 -1.64573
C1 1.70353 -4.03853 -0.56082
C2 -0.71171 -4.90302 -2.14530
H1 -0.12277 -5.72714 -2.57978
H2 1.85874 -3.45918 -3.64549
H3 -1.46807 -4.53303 -2.86614
H4 0.37772 -2.40521 -3.84954
H5 1.23410 -4.49796 0.32628
H6 -1.21850 -5.25152 -1.22573
C3 1.17835 -2.74309 -3.14631
H7 2.38182 -4.76178 -1.02591
H8 1.76732 -1.87667 -2.76657
H9 2.28783 -3.14013 -0.28277
P2 -3.58425 0.59853 0.04284
C4 -3.36044 1.37733 1.69929
C5 -3.35920 2.01924 -1.17039
H10 -5.29352 -0.55184 -1.22061
H11 -6.12205 0.50985 -0.02575
H12 -5.32294 -0.99867 0.51717
C6 -5.26119 -0.15637 -0.19034
H13 -3.39127 1.57333 -2.19343
H14 -4.11704 2.82397 -1.09931
H15 -4.06461 2.17200 1.98445
H16 -2.34626 1.80548 1.72103
H17 -2.35243 2.45826 -0.96619
H18 -3.44693 0.56508 2.43781
Cl1 -2.39683 -1.25662 -2.99637
C7 3.63626 1.66063 2.21734
N1 2.56841 0.80816 1.70839
N2 1.70855 1.19433 0.72981
C8 0.82960 0.16240 0.51673
O1 -0.01553 0.12683 -0.48673
C9 1.08677 -0.81316 1.51447
C10 2.22116 -0.40268 2.15661
C11 3.05621 -1.12383 3.13751
C12 1.61356 2.54374 0.24456
C13 2.76924 3.20056 -0.19954
C14 2.67236 4.53875 -0.58653
C15 1.44520 5.18937 -0.56420
C16 0.29516 4.52447 -0.14027
C17 0.36374 3.18490 0.27595
H19 3.65250 2.67410 1.82106
H20 4.58524 1.17810 1.97375
H21 3.49162 1.77034 3.29517
H22 0.36871 -1.61037 1.70180
H23 4.07213 -1.16095 2.73246
H24 3.06639 -0.57891 4.08226
H25 2.65950 -2.13087 3.27396
H26 3.72515 2.68128 -0.18561
H27 3.57003 5.03309 -0.91097
H28 1.36456 6.20521 -0.91602
H29 -0.67130 5.02370 -0.14221
H30 -0.53125 2.67405 0.66723

Results for calculated total energy: -164474.100, -68050.582, -99963.955 (in eV, following the order of the records).